C2H7N4O | ωB97M-V/def2-TZVPD

ORCA input file:
```
! wB97M-V def2-TZVPD RIJCOSX def2/J DEFGRID3
* xyz 1 1
C -0.02437 1.56815 0.45419
C -1.93240 -1.34413 -1.01154
N -0.85903 2.45282 0.79539
N -2.56899 -0.45940 -0.44103
N 0.64512 0.67347 0.04101
N 2.25599 -1.36187 0.23282
O -1.23477 -2.18630 -1.31928
H -1.76344 2.28483 0.46066
H -0.49238 3.35263 0.91575
H -2.89556 0.32167 -0.84824
H 1.77412 -0.42759 0.54640
H 2.91700 -1.29115 -0.58595
H 1.32943 -1.78669 -0.19353
H 2.84927 -1.79645 0.95334
*
```

Summary:
maximum force: 7.10 eV Å⁻¹
orbital gap: 11.06 eV
ΔE to the lowest compared entry with this formula, charge and spin: 1.264 eV
LUMO: -3.314 eV
E_HOMO: -14.38 eV

Results of the Mulliken charge analysis, in e, for atoms 1 through 5: 0.4330 0.5725 -0.3499 -0.4938 -0.6034